## w
19
Properties=species:S:1:pos:R:3 method="wB97M-V/def2-TZVPD" homo_energy_ha=-0.519 molar_mass_g_mol=106.145 total_charge=+1
C 0.656 0.131 0.738
C -0.259 -0.428 -0.349
C -1.516 0.369 -0.656
C -1.250 1.560 -1.567
O -0.190 2.141 -1.596
N 1.543 1.265 0.271
H 0.090 0.361 1.655
H 1.180 -0.709 1.185
H 0.352 -0.687 -1.219
H -0.615 -1.417 -0.034
H -2.310 -0.209 -1.148
H -2.098 0.653 0.236
H -2.087 1.879 -2.230
H 1.241 1.565 -0.675
H 2.475 0.859 0.209
H 1.451 1.972 0.992
H 0.132 -3.019 2.153
H 0.701 -3.518 0.728
O 0.506 -2.767 1.308

## x
19
Properties=species:S:1:pos:R:3 method="wB97M-V/def2-TZVPD" homo_energy_ha=-0.515 molar_mass_g_mol=106.145 total_charge=+1
C -1.760 0.977 -0.992
C 1.254 0.881 1.586
C -0.861 1.443 0.233
C 0.751 -1.901 -0.601
N 0.477 0.687 0.328
O 0.048 -2.795 0.023
O 1.320 -2.215 -1.705
H -2.681 1.680 -0.837
H -2.072 -0.057 -0.855
H -1.369 1.096 -1.999
H 1.861 -0.046 1.674
H 1.856 1.757 1.707
H 0.566 0.797 2.455
H -0.682 2.488 0.183
H -1.420 1.203 1.242
H 1.018 1.149 -0.382
H 0.323 -0.297 0.224
H 0.149 -3.662 -0.442
H 1.222 -3.187 -1.841

## y
19
Properties=species:S:1:pos:R:3 method="wB97M-V/def2-TZVPD" homo_energy_ha=-0.543 molar_mass_g_mol=106.145 total_charge=+1
O 2.071 1.335 -0.743
C 2.343 0.177 -0.863
C 1.386 -0.775 -1.557
N 0.253 0.013 -2.106
H 3.263 -0.252 -0.444
H 1.904 -1.324 -2.341
H 0.998 -1.472 -0.813
H 0.619 0.724 -2.734
H -0.340 -0.583 -2.691
H -0.341 0.443 -1.336
C -1.524 -0.180 1.160
O -0.775 0.702 0.289
C -1.515 0.277 2.605
H -2.540 -0.201 0.767
H -1.114 -1.192 1.087
H -0.129 1.149 0.844
H -1.954 1.269 2.695
H -2.119 -0.396 3.209
H -0.487 0.286 2.970

Best to worst by energy: w, y, x.